(i)
Entry from the Open Molecules 2025 dataset: a gas-phase ion, H2NO3S (charge -1) (ωB97M-V with the def2-TZVPD basis set).

Structure (XYZ):
```
7
H2NO3S ωB97M-V with the def2-TZVPD basis set
O 0.8036 1.2267 0.8083
H -1.3618 0.8171 0.0101
S 0.6760 0.0000 0.0255
N -1.0014 -0.0001 -0.4570
O 1.4422 -0.0009 -1.2074
H -1.3618 -0.8172 0.0105
O 0.8033 -1.2257 0.8099
```

## Properties
Total charge: -1

Mulliken atomic charges, in units of e:
1. O -0.70
2. H 0.27
3. S 1.19
4. N -0.67
5. O -0.66
6. H 0.27
7. O -0.70



(ii)
Entry from the Open Molecules 2025 dataset: a gas-phase ion, H2NO3S (charge -1) (ωB97M-V with the def2-TZVPD basis set).

Structure (XYZ):
```
7
H2NO3S ωB97M-V with the def2-TZVPD basis set
O 1.0121 0.9065 -1.1302
O 0.5477 -1.6592 -0.2053
N -1.0777 0.3937 0.2030
S 0.6793 0.1809 0.0923
H -1.0067 -0.5744 0.5121
H -1.3855 0.1808 -0.8226
O 1.2308 0.5718 1.3507
```

## Properties
Total charge: -1

Mulliken atomic charges, in units of e:
1. O -0.59
2. O -0.78
3. N -0.66
4. S 0.95
5. H 0.35
6. H 0.28
7. O -0.55



Most stable of them? (i).



(i)
Entry from the Open Molecules 2025 dataset: 3 unconnected molecules or ions with the total composition C4H11O2S (ωB97M-V with the def2-TZVPD basis set).

Structure (XYZ):
```
18
C4H11O2S ωB97M-V with the def2-TZVPD basis set
H -2.0636 0.1231 -0.8448
H 2.9289 -0.6632 -1.5991
H -1.4056 1.4407 0.2083
H 2.1087 0.5697 -1.1019
H 0.7155 -0.2829 0.4548
H -0.2974 -1.4753 -0.1205
O 3.0712 0.1891 -1.1793
H -0.5710 0.0139 2.4274
C -1.1337 0.6348 -0.4292
C -0.9769 -0.8130 1.7903
H -0.3902 0.4856 -2.4392
H -1.9618 -0.7402 1.6787
C -0.3572 -0.4698 0.3918
O 0.9692 1.6357 -1.1045
S -0.6246 -2.3605 2.4904
C -0.3427 1.2215 -1.5769
H 1.2598 -1.5251 3.0354
H -0.9286 2.0160 -2.0815
```

## Properties
Total charge: -1

Here are the Mulliken charges for atoms 1 to 8, given in e:
1. H 0.25
2. H 0.26
3. H 0.31
4. H 0.37
5. H 0.21
6. H 0.29
7. O -0.74
8. H 0.31



(ii)
Entry from the Open Molecules 2025 dataset: 3 unconnected molecules or ions with the total composition C4H11O2S (ωB97M-V with the def2-TZVPD basis set).

Structure (XYZ):
```
18
C4H11O2S ωB97M-V with the def2-TZVPD basis set
O -0.6221 0.0417 -2.3456
O 1.7083 -0.1855 -1.2302
H 0.9949 1.5065 1.5421
S -2.6193 -1.5990 0.8329
H -0.8872 0.7370 -0.0598
H -2.9339 -0.3171 -0.6568
H -0.3383 -1.7920 1.5169
H -1.0748 -0.7673 -2.1001
C -0.8590 -1.2978 0.6847
H 2.7769 1.2361 -0.0589
H 1.3618 1.8427 -0.7018
H 0.2782 0.0956 -1.8096
H -0.4305 -1.6016 -0.2671
C 0.9667 0.5847 0.9620
H -1.0958 0.6018 1.5819
C -0.4613 0.1787 0.7848
H 1.4829 -0.1036 1.6613
C 1.7523 0.8393 -0.3367
```

## Properties
Total charge: -1

Here are the Mulliken charges for atoms 1 to 8, given in e:
1. O -0.73
2. O -0.84
3. H 0.29
4. S -0.25
5. H 0.39
6. H 0.11
7. H 0.40
8. H 0.25



Most stable of them? (ii).



(i)
Entry from the Open Molecules 2025 dataset: C3H2N2OS in the gas phase (ωB97M-V with the def2-TZVPD basis set).

Structure (XYZ):
```
9
C3H2N2OS ωB97M-V with the def2-TZVPD basis set
N 0.3312 1.2151 -0.0427
S 1.6292 0.2284 -0.0006
H -2.2500 -0.8964 0.0581
H -1.6516 1.4437 -0.0511
N 1.5865 -1.2383 -0.0538
C -1.1907 -0.6610 0.0286
C -0.4399 -1.7773 0.0280
C -0.8537 0.7060 -0.0227
O 2.8389 0.9797 0.0563
```

## Properties
Total charge: 0

Here are the Mulliken charges for atoms 1 to 8, given in e:
1. N -0.38
2. S 0.77
3. H 0.30
4. H 0.39
5. N -0.38
6. C -0.23
7. C -0.12
8. C 0.15



(ii)
Entry from the Open Molecules 2025 dataset: C3H2N2OS in the gas phase (ωB97M-V with the def2-TZVPD basis set).

Structure (XYZ):
```
9
C3H2N2OS ωB97M-V with the def2-TZVPD basis set
C -0.0303 -0.2622 -1.7873
N 0.7255 -0.6083 0.7673
C -0.2141 0.3543 0.4412
H 1.8608 -2.1331 0.0887
S -0.9430 1.3014 1.5517
C 1.1560 -1.3546 -0.1691
O 0.8728 -1.2474 -1.4911
N -0.5937 0.4604 -0.9139
H -0.1463 -0.0986 -2.8705
```

## Properties
Total charge: 0

Here are the Mulliken charges for atoms 1 to 8, given in e:
1. C 0.19
2. N -0.38
3. C 0.22
4. H 0.41
5. S -0.26
6. C 0.18
7. O -0.34
8. N -0.38



Most stable of them? (ii).



(i)
Entry from the Open Molecules 2025 dataset: C3H2N2OS in the gas phase (ωB97M-V with the def2-TZVPD basis set).

Structure (XYZ):
```
9
C3H2N2OS ωB97M-V with the def2-TZVPD basis set
O 1.0625 -1.4559 -0.8300
N -0.2528 0.5452 -0.7622
S -1.7059 1.1724 1.6431
H 0.5491 -0.4547 -2.3927
C 0.3596 -0.2920 1.5685
C -0.5056 0.3711 0.7217
C 0.4428 -0.5654 -1.3392
H -0.9005 1.4050 -1.1510
N 0.9507 -0.7258 2.5419
```

## Properties
Total charge: 0

Here are the Mulliken charges for atoms 1 to 8, given in e:
1. O -0.42
2. N -0.19
3. S -0.15
4. H 0.39
5. C 0.32
6. C 0.08
7. C 0.01
8. H 0.34



(ii)
Entry from the Open Molecules 2025 dataset: C3H2N2OS in the gas phase (ωB97M-V with the def2-TZVPD basis set).

Structure (XYZ):
```
9
C3H2N2OS ωB97M-V with the def2-TZVPD basis set
N 1.1032 -0.9263 -0.0108
C 1.3191 0.3251 -0.0014
C -1.0550 -0.1409 0.0204
C -0.0279 1.0428 0.0571
H -0.5685 -2.1555 -0.2774
S -2.6285 0.0714 0.0155
H 2.2953 0.7597 -0.0988
O -0.2194 2.2585 0.0756
N -0.2182 -1.2348 0.2197
```

## Properties
Total charge: 0

Here are the Mulliken charges for atoms 1 to 8, given in e:
1. N -0.50
2. C -0.22
3. C 0.11
4. C 0.67
5. H 0.31
6. S -0.25
7. H 0.43
8. O -0.51



(iii)
Entry from the Open Molecules 2025 dataset: C3H2N2OS in the gas phase (ωB97M-V with the def2-TZVPD basis set).

Structure (XYZ):
```
9
C3H2N2OS ωB97M-V with the def2-TZVPD basis set
C -0.7393 -0.6687 -0.6189
O -0.0971 -1.5979 -1.3081
N 1.2718 -1.4148 -1.1347
H -1.7770 -0.5125 -0.6477
C 0.0843 1.2280 0.9944
C 0.2022 0.0818 0.0171
S -1.2936 1.9507 1.4209
N 1.4369 -0.4087 -0.3934
H 0.9118 1.3420 1.6704
```

## Properties
Total charge: 0

Here are the Mulliken charges for atoms 1 to 8, given in e:
1. C 0.04
2. O -0.11
3. N -0.17
4. H 0.44
5. C -0.30
6. C 0.23
7. S -0.21
8. N -0.24



Most stable of them? (ii).